1.
C31H31N7O4PdS3Si | ωB97M-V/def2-TZVPD

Summary:
E_HOMO (alpha / beta), eV: -13.2 / -13.2
Lowest unoccupied orbital energy (alpha / beta), eV: -6.0031 / -6.0043
F_max, hartree/bohr: 0.034
Charge: +2
Relative energy (zero: lowest compared OMol25 entry of this formula, charge and spin), kJ/mol: 149.74
E_tot, Eh: -3495.606880

Each line ends with the Löwdin charge.
Positions of all 78 atoms, in Å:
Pd -0.53125 -0.51568 -0.21112  0.69
C 4.27445 1.43842 4.20304  -0.16
Si 4.11625 -0.09413 3.18618  0.51
C 4.99801 0.10913 1.57285  -0.19
C 4.66720 -1.64953 4.01603  -0.16
C 2.19555 -0.35368 3.04242  -0.17
C 1.51984 -0.48696 4.27559  -0.04
C 0.16249 -0.69242 4.33475  0.00
C -0.55940 -0.78814 3.14651  -0.10
N 0.02417 -0.69086 1.96872  -0.02
C 1.37239 -0.46426 1.92556  -0.52
S 1.97324 -0.37876 0.28500  1.09
H 5.32521 1.66171 4.40791  0.05
H 3.76277 1.36841 5.16604  0.04
H 3.85308 2.28756 3.65777  0.04
H 6.05839 0.26294 1.79881  0.05
H 4.64861 0.97478 1.00368  0.02
H 4.91787 -0.77428 0.93643  0.03
H 5.74282 -1.62461 4.21377  0.05
H 4.46770 -2.50364 3.36327  0.05
H 4.16439 -1.82758 4.97006  0.04
H 2.08063 -0.41771 5.20234  0.12
H -0.35104 -0.78265 5.28347  0.13
H -1.62948 -0.95803 3.15949  0.11
C -1.53797 -0.34100 -5.39577  -0.02
N -2.59933 -0.36882 -4.38311  -0.12
C -3.95633 -0.47188 -4.65558  0.00
C -4.59533 -0.46117 -3.48558  0.00
N -3.62418 -0.34335 -2.47620  0.04
C -2.39135 -0.28601 -3.06123  -0.58
S -0.76539 -0.13743 -2.51587  0.79
C -3.97359 -0.24784 -1.09040  -0.24
C -5.27403 -0.53189 -0.68497  0.02
C -5.58943 -0.34949 0.64486  -0.02
C -4.61812 0.13326 1.51777  -0.04
C -3.35766 0.36119 1.01201  -0.15
N -3.02384 0.13490 -0.27015  0.08
H -2.00774 -0.37135 -6.37298  0.10
H -0.88639 -1.20245 -5.26848  0.09
H -0.95451 0.57086 -5.29594  0.09
H -4.33488 -0.53843 -5.66116  0.14
H -5.64832 -0.49488 -3.28341  0.12
H -6.03068 -0.87515 -1.37330  0.11
H -6.59116 -0.56224 0.99377  0.13
H -4.84353 0.33445 2.55697  0.12
H -2.57012 0.77487 1.62834  0.10
O 1.91610 1.34745 -0.03173  -0.25
C 0.76653 1.98733 -0.01891  -0.45
O -0.35296 1.45301 0.20728  -0.11
C 0.83394 3.41351 -0.30312  -0.11
C 2.06188 4.07532 -0.38668  0.02
C 2.09104 5.44042 -0.61420  -0.02
C 0.90322 6.14664 -0.76299  0.05
C -0.29353 5.45825 -0.69282  -0.10
C -0.36214 4.10642 -0.46536  0.08
N -1.57062 6.20526 -0.86266  -0.34
O -1.49201 7.39766 -1.04152  0.12
O -2.59770 5.55865 -0.81247  0.09
H 2.98237 3.51819 -0.27499  0.13
H 3.03679 5.96116 -0.67675  0.12
H 0.89452 7.21459 -0.93277  0.13
H -1.31846 3.60834 -0.42324  0.13
N -2.42767 -2.91381 0.86557  0.14
C -1.38851 -3.31157 0.10688  -0.67
N -0.56450 -2.49608 -0.50890  -0.08
C 0.38015 -3.21180 -1.29834  -0.30
C 1.36093 -2.69436 -2.13559  -0.09
C 2.18806 -3.57064 -2.81808  -0.05
C 2.04716 -4.95222 -2.68604  -0.06
C 1.06089 -5.47814 -1.87541  -0.07
C 0.23740 -4.59044 -1.19507  -0.45
S -1.09119 -4.98955 -0.14075  1.16
H -2.50115 -1.94866 1.13688  0.05
H -2.93540 -3.59026 1.40921  0.11
H 1.46578 -1.63160 -2.27551  0.04
H 2.95340 -3.17343 -3.47252  0.12
H 2.70559 -5.61733 -3.22913  0.12
H 0.93008 -6.54857 -1.77840  0.12

***

2.
C32H44BrFN7 | ωB97M-V/def2-TZVPD

Summary:
E_HOMO, eV: -9.4
Lowest unoccupied orbital energy, eV: -5.1369
F_max, hartree/bohr: 0.134
Charge: +1
Relative energy (zero: lowest compared OMol25 entry of this formula, charge and spin), kJ/mol: 846.50
E_tot, Eh: -4302.299055

Each line ends with the Löwdin charge.
Positions of all 85 atoms, in Å:
C 5.20562 -3.08090 0.70864  -0.12
C 4.59995 -1.64294 1.24475  -0.39
C 5.66600 -0.47028 0.82242  -0.11
C 3.05011 -1.35928 0.68437  -0.17
C 2.22135 -2.75188 0.95126  -0.18
C 0.58772 -2.60559 0.88938  -0.08
C -0.29989 -2.72211 2.21173  0.03
N -1.74667 -2.67224 2.42702  0.12
N -2.35449 -2.49068 1.24500  -0.17
C -3.89690 -2.47962 1.37374  -0.12
C -4.55882 -1.00920 1.07713  -0.15
C -5.96637 -1.25001 0.22683  -0.12
F -6.74420 -2.37557 0.85007  -0.13
C -1.83066 -2.30595 -0.10110  0.03
C -0.26482 -2.33318 -0.46784  -0.45
Br 0.56352 -2.10949 -2.26756  0.74
H 4.70259 -4.00996 1.23202  0.08
H 5.09309 -3.08184 -0.46654  0.10
H 6.35582 -3.12597 1.02276  0.10
H 4.53507 -1.64143 2.43132  0.14
H 6.66017 -1.03256 0.48257  0.08
H 5.34274 0.18638 -0.09306  0.09
H 5.98756 0.17441 1.77234  0.08
H 3.12262 -1.04854 -0.44460  0.11
H 2.61692 -0.46646 1.31147  0.12
H 2.49318 -3.08678 2.06421  0.13
H 2.50851 -3.63000 0.19870  0.14
H 0.32518 -2.88264 3.21902  0.15
H -4.26133 -3.28030 0.57454  0.15
H -4.25019 -2.86044 2.42248  0.15
H -4.88529 -0.56276 2.11914  0.13
H -3.77894 -0.33806 0.51002  0.12
H -5.65034 -1.49539 -0.88143  0.13
H -6.67072 -0.29032 0.28617  0.13
H -2.58761 -2.12406 -0.99719  0.16
N 4.16246 2.33263 3.38196  0.00
C 2.86004 1.95656 3.58399  -0.16
C 2.06571 2.70538 2.74464  -0.13
C 2.91972 3.55894 2.00617  -0.11
C 4.20906 3.30566 2.41772  -0.14
H 4.96386 1.95121 3.86765  0.15
H 2.61050 1.19149 4.30690  0.10
H 0.98774 2.64270 2.67120  0.09
H 2.62588 4.28023 1.25458  0.09
H 5.15306 3.73434 2.10874  0.11
N 2.70173 -1.97108 -5.30484  -0.01
C 3.71383 -1.04692 -5.31625  -0.14
C 4.54287 -1.33670 -6.37687  -0.13
C 4.00866 -2.47208 -7.03168  -0.11
C 2.87037 -2.84110 -6.35046  -0.13
H 1.94787 -2.00519 -4.63093  0.06
H 3.75822 -0.26526 -4.56975  0.11
H 5.43527 -0.78875 -6.65022  0.10
H 4.41064 -2.96683 -7.90639  0.10
H 2.16856 -3.64696 -6.51905  0.11
N 7.42193 -2.62534 -5.13497  0.01
C 7.60111 -1.39193 -4.56476  -0.15
C 8.84376 -1.37365 -3.97172  -0.12
C 9.43728 -2.63859 -4.19731  -0.12
C 8.53867 -3.39057 -4.92046  -0.14
H 6.59543 -2.92386 -5.63638  0.12
H 6.83048 -0.63542 -4.62827  0.09
H 9.27655 -0.53898 -3.43568  0.09
H 10.41521 -2.96553 -3.86828  0.09
H 8.59762 -4.40245 -5.29862  0.11
N -6.33754 2.93194 0.82811  -0.01
C -7.63996 2.55586 1.03014  -0.17
C -8.43429 3.30468 0.19079  -0.11
C -7.58028 4.15825 -0.54767  -0.10
C -6.29094 3.90496 -0.13612  -0.14
H -5.53614 2.55051 1.31380  0.14
H -7.88950 1.79079 1.75306  0.11
H -9.51226 3.24200 0.11735  0.10
H -7.87412 4.87953 -1.29927  0.10
H -5.34694 4.33364 -0.44511  0.11
N -8.19612 4.80475 5.32897  -0.01
C -9.42011 5.27831 5.72409  -0.14
C -10.25492 5.26616 4.62904  -0.11
C -9.50984 4.76196 3.53640  -0.11
C -8.24292 4.48242 3.99758  -0.15
H -7.38548 4.70744 5.92649  0.15
H -9.59136 5.58407 6.74752  0.11
H -11.28919 5.58478 4.61861  0.09
H -9.85998 4.61765 2.52246  0.08
H -7.37264 4.08403 3.49333  0.09

***

3.
CH13CuO9 | ωB97M-V/def2-TZVPD

Summary:
E_HOMO (alpha / beta), eV: -13.7 / -13.7
Lowest unoccupied orbital energy (alpha / beta), eV: -3.7551 / -5.8593
F_max, hartree/bohr: 0.049
Charge: +1
⟨S²⟩: 0.75
Relative energy (zero: lowest compared OMol25 entry of this formula, charge and spin), kJ/mol: 46.10
Multiplicity: 2
E_tot, Eh: -2363.299651

Each line ends with the Mulliken spin population.
Positions of all 24 atoms, in Å:
Cu 0.57508 0.27946 1.05958  0.72
C -0.66692 1.00846 -0.79242  -0.02
O -0.61592 1.67546 0.29358  0.17
O -1.68192 1.19346 -1.60842  0.00
O 0.10008 0.06246 -0.94142  0.10
H -2.32492 1.70946 -1.14642  0.00
O 2.53008 -0.08754 0.11058  0.00
H 2.83708 -0.70054 -0.58442  0.00
H 3.29808 0.15946 0.63658  0.00
O 0.03308 -1.86054 0.82758  0.00
H 0.62808 -2.60254 0.69258  0.00
H -0.65792 -1.97354 0.21658  0.00
O 1.03708 -1.47754 -2.71042  0.00
H 1.79008 -0.92554 -2.73042  0.00
H 0.48708 -0.96454 -2.14842  0.00
O 1.52608 1.82346 1.99658  0.01
H 2.26908 1.78746 2.61158  0.00
H 1.10608 2.64546 2.23758  0.00
O -0.89092 0.12846 2.72058  0.00
H -1.73192 -0.31054 2.90358  0.00
H -0.74292 0.36246 3.67358  0.00
O -2.82892 -1.02354 -2.59042  0.00
H -2.39892 -0.19254 -2.43142  0.00
H -3.67592 -0.71654 -2.29642  0.00

***

4.
C6H12O | ωB97M-V/def2-TZVPD

Summary:
E_HOMO, eV: -8.5
Lowest unoccupied orbital energy, eV: 0.9008
F_max, hartree/bohr: 0.060
Charge: 0
Relative energy (zero: lowest compared OMol25 entry of this formula, charge and spin), kJ/mol: 177.78
E_tot, Eh: -310.991558

Each line ends with the natural charge from an NBO analysis.
Positions of all 19 atoms, in Å:
C -0.99140 0.52994 -1.61691  -0.62
C -0.62349 -0.68053 -1.12834  0.39
O -1.53069 -1.66498 -0.92953  -0.68
C 0.72091 -1.03786 -0.57336  -0.47
C 0.66805 -0.89455 0.97236  -0.38
C -0.00529 0.39052 1.42879  -0.41
C 0.69169 1.59104 0.79120  -0.66
H -0.35141 1.07821 -2.28481  0.23
H -2.03702 0.81883 -1.59616  0.20
H -2.36424 -1.37106 -1.32295  0.48
H 0.99764 -2.06643 -0.82604  0.23
H 1.48085 -0.36404 -0.98056  0.22
H 0.17415 -1.77037 1.40648  0.21
H 1.69912 -0.83973 1.34542  0.20
H -0.08685 0.40621 2.52268  0.21
H -1.03761 0.43385 1.06102  0.20
H 0.00496 1.72317 -0.17496  0.25
H 0.92574 2.36717 1.55721  0.22
H 1.66490 1.35058 0.34847  0.19